The following is a quantum chemistry calculation of C23H21MnO4P as an isolated structure, from the Open Molecules 2025 dataset.

Last column: Mulliken spin population.
Atoms and positions in Å:
Mn 0.60644 1.34561 -2.11109  5.0516
O 3.04937 0.25079 -2.72425  0.0197
C 2.48136 0.56907 -1.67363  0.0013
C 3.17100 0.30218 -0.35981  -0.1380
C 4.54784 0.12178 -0.31074  0.0024
C 5.18719 -0.09878 0.89781  0.0034
C 4.43871 -0.15493 2.06419  -0.0028
C 3.06055 0.00588 2.02695  0.0046
C 2.41193 0.24225 0.81654  0.0248
P 0.60997 0.54536 0.73748  -0.1003
C 0.09029 0.42844 2.48141  0.0345
C -0.12235 -0.77757 3.14584  -0.0047
C -0.48480 -0.78466 4.48388  0.0002
C -0.63233 0.41192 5.17370  0.0012
C -0.42236 1.61713 4.52061  -0.0006
C -0.06936 1.62475 3.17848  0.0059
C -0.08918 -1.00408 0.04625  -0.0084
C 0.65101 -1.95918 -0.64345  0.0116
C 0.01647 -3.02247 -1.27775  -0.0061
C -1.36177 -3.15093 -1.22290  -0.0009
C -2.11170 -2.21058 -0.52082  0.0061
C -1.48013 -1.14585 0.10178  -0.0002
H 5.09827 0.16041 -1.24298  0.0011
H 6.26124 -0.22617 0.93452  0.0003
H 4.92890 -0.32572 3.01448  -0.0001
H 2.49873 -0.04630 2.94979  0.0007
H -0.00164 -1.71597 2.61856  -0.0014
H -0.64851 -1.72649 4.99150  0.0000
H -0.91429 0.40333 6.21851  0.0001
H -0.54105 2.55303 5.05077  0.0000
H 0.08099 2.56880 2.66763  -0.0012
H 1.72889 -1.87594 -0.69849  -0.0012
H 0.60972 -3.74942 -1.81694  0.0004
H -1.85293 -3.97842 -1.71777  0.0000
H -3.18834 -2.31001 -0.46004  0.0004
H -2.07442 -0.40980 0.63260  0.0046
C -3.23446 1.28672 -1.80961  0.0051
C -2.28520 1.21268 -2.99584  -0.0154
C -2.96129 0.68225 -4.24212  -0.0039
O -1.16848 0.33819 -2.65107  0.0698
C -1.69211 2.63443 -3.23535  -0.0020
O -2.42085 3.46357 -3.73273  0.0122
O -0.47613 2.80810 -2.82713  0.0364
H -3.66380 0.30197 -1.60439  0.0013
H -4.04345 1.97893 -2.03565  0.0001
H -2.71014 1.64084 -0.91985  -0.0034
H -3.40858 -0.29523 -4.04451  0.0002
H -2.24256 0.58617 -5.05569  0.0004
H -3.74036 1.37657 -4.54876  0.0010
H -1.48631 -0.49268 -2.26994  -0.0108

Cartesian forces (eV/Å) of the 3 atoms listed first:
-0.1 0.2 0.3
-0.1 0.1 0.4
0.3 -0.3 -0.3

Output
Highest occupied orbital energy (spin up / spin down)   -0.278 / -0.293 Eh
Gap between HOMO and LUMO (spin up / spin down)   7.7 / 7.9 eV
2S+1   6
Charge   0
Max |F|   0.51 eV/Å

The following is a quantum chemistry calculation of C23H21N6O2PtS3 as an isolated structure, from the Open Molecules 2025 dataset.

Last column: Mulliken spin population.
Atoms and positions in Å:
Pt 0.65412 -0.21603 -0.25000  1.3082
O -2.96507 1.11661 -1.57329  0.0114
S -2.11786 0.00129 -1.26426  0.0335
O -0.95464 -0.22229 -2.12127  0.0476
N -1.46165 0.08608 0.22711  0.1734
C -1.71351 0.89074 1.27412  -0.0176
C -2.94824 1.45752 1.57116  0.0109
C -3.15143 2.12291 2.77683  0.0032
C -2.14539 2.27262 3.70042  0.0014
C -0.85766 1.79387 3.41270  0.0097
C 0.24835 1.98389 4.26695  -0.0065
C 1.48342 1.52272 3.89365  0.0079
C 1.62054 0.87013 2.66175  -0.0264
N 0.61007 0.67637 1.84944  0.1483
C -0.62484 1.10552 2.18660  -0.0076
C -3.03756 -1.52265 -1.15083  0.0077
C -2.42643 -2.69356 -1.55534  0.0037
C -3.07520 -3.90111 -1.35762  -0.0006
C -4.32078 -3.92261 -0.74996  0.0010
C -4.92714 -2.74084 -0.35184  -0.0009
C -4.28217 -1.53122 -0.55072  -0.0018
H -3.75100 1.35609 0.85898  -0.0001
H -4.12888 2.52099 2.99450  0.0005
H -2.31667 2.76749 4.64224  0.0004
H 0.10942 2.50255 5.20462  0.0002
H 2.35205 1.65631 4.51823  0.0001
H 2.58651 0.50460 2.33417  0.0050
H -1.45670 -2.64180 -2.02376  -0.0032
H -2.60951 -4.82167 -1.67461  0.0001
H -4.82586 -4.86358 -0.58919  0.0001
H -5.89938 -2.76038 0.11584  0.0000
H -4.73893 -0.60126 -0.25304  -0.0006
N 3.11327 -1.02646 -0.12429  0.0687
N 3.21163 -2.23218 0.58111  -0.0002
C 2.12481 -2.95434 0.94891  0.0147
N 2.34730 -4.03439 1.71222  0.0145
S 0.55897 -2.61490 0.45923  0.1063
H 3.53156 -1.10622 -1.05200  -0.0078
H 3.57608 -0.27159 0.38085  -0.0090
H 4.11063 -2.47758 0.98304  0.0011
H 3.27153 -4.34561 1.96272  -0.0013
H 1.56159 -4.61856 1.94703  -0.0015
S 1.39409 4.25615 -1.72520  0.0039
C 0.81693 2.93365 -0.78711  -0.0040
N 1.19285 1.75850 -1.17106  0.0878
C 1.97179 1.80790 -2.29519  0.0031
C 2.50691 0.71721 -2.97992  0.0096
C 3.30341 0.96002 -4.07682  0.0060
C 3.57715 2.26497 -4.49345  0.0005
C 3.04581 3.35387 -3.83520  -0.0003
C 2.22703 3.11802 -2.74228  -0.0022
H 0.19750 3.10349 0.07538  0.0031
H 2.24453 -0.28254 -2.65376  -0.0024
H 3.72267 0.13601 -4.63149  0.0002
H 4.20752 2.42455 -5.35347  0.0000
H 3.25643 4.36076 -4.15283  0.0002

Cartesian forces (eV/Å) of the 3 atoms listed first:
0.4 -0.2 1.1
-0.2 -0.2 0.1
-0.1 0.2 0.9

Output
Highest occupied orbital energy (spin up / spin down)   -0.364 / -0.367 Eh
Gap between HOMO and LUMO (spin up / spin down)   7.3 / 7.0 eV
2S+1   3
Charge   +1
Max |F|   2.36 eV/Å

The following is a quantum chemistry calculation of a single C23H21NO4S molecule, from the Open Molecules 2025 dataset.

Last column: natural (NBO) charge in e.
Atoms and positions in Å:
O 2.48358 1.83453 -1.21000  -0.5740
O -1.83856 0.99748 -3.33234  -0.9719
O 0.80964 1.33947 0.36812  -0.5139
O 2.04183 -4.77337 0.50504  -0.5094
C 2.09255 1.29596 -0.15075  0.8177
C -1.77673 4.51632 -0.84390  -0.2871
C -0.53668 3.66167 -0.97441  -0.1964
C -0.25810 1.24705 -0.52737  0.3050
C -2.89402 3.72692 -0.80907  -0.0219
C -1.00788 2.41367 -0.76955  0.0708
C -0.59638 0.05637 -1.20553  -0.2802
C -5.51046 0.38880 0.39340  -0.1727
C -5.52404 -0.64505 -0.55401  -0.2286
C 0.46257 -2.97079 0.95387  -0.2928
C 1.29744 -3.43293 -1.29476  -0.2619
C -0.02733 -1.69777 0.51457  -0.1645
C 0.59738 -2.22847 -1.72289  -0.1721
C -4.54625 1.44167 0.33079  -0.2228
C -4.47411 -0.78191 -1.42648  -0.1822
C 1.35259 -3.71522 0.09432  0.3175
C 0.07368 -1.26776 -0.84270  -0.1245
C -3.45082 1.38297 -0.60253  0.1896
C -3.44326 0.21342 -1.47164  -0.2927
N -2.52711 2.42254 -0.75064  -0.3627
S -1.96648 -0.09251 -2.45454  1.3538
C 2.91097 -4.61932 1.67572  -0.2474
C 5.13889 0.88194 2.19253  -0.6010
C 3.10813 0.60018 0.71632  -0.5060
C 4.06601 1.60118 1.39654  -0.3774
H -1.91957 5.62135 -0.98008  0.2217
H 0.38023 4.03161 -1.16037  0.2351
H -3.83021 4.08709 -0.79155  0.2107
H -6.34379 0.54191 1.10744  0.2193
H -6.32107 -1.34128 -0.43971  0.2201
H 0.18988 -3.29325 1.89849  0.2166
H 1.70460 -4.03588 -2.08758  0.2311
H -0.67767 -1.07568 1.19070  0.2190
H 0.50014 -1.89604 -2.72988  0.2168
H -4.76235 2.30057 0.89406  0.2190
H -4.64315 -1.60382 -2.14961  0.2375
H 3.73798 -4.09068 1.29239  0.1848
H 3.12916 -5.59788 2.10968  0.2030
H 2.51679 -3.99595 2.49135  0.1815
H 4.65417 0.34092 3.07164  0.2022
H 5.57134 0.11611 1.61300  0.2036
H 5.89928 1.67397 2.43556  0.2179
H 3.62319 -0.07359 0.02041  0.2402
H 2.51264 0.05101 1.45322  0.2192
H 4.53915 2.20814 0.61171  0.2106
H 3.48222 2.23435 1.95100  0.1995

Cartesian forces (eV/Å) of the 3 atoms listed first:
-2.3 -1.5 3.0
0.4 3.7 -3.3
0.4 -0.5 -1.1

Output
Highest occupied orbital energy   -0.293 Eh
Gap between HOMO and LUMO   8.0 eV
2S+1   1
Charge   0
Max |F|   6.77 eV/Å

The following is a quantum chemistry calculation of a single C23H21NO6S molecule, from the Open Molecules 2025 dataset.

Last column: natural (NBO) charge in e.
Atoms and positions in Å:
C -3.89641 -2.11635 -2.57750  -0.2389
O -3.67411 -2.24504 -1.19131  -0.5046
C -3.26389 -1.18233 -0.43931  0.2410
C -3.31800 -1.40462 0.93317  -0.2299
C -2.90920 -0.45181 1.84389  -0.2188
C -2.45906 0.77939 1.39773  -0.0285
C -1.96946 1.82946 2.35235  -0.4216
C -0.46330 1.67474 2.61957  -0.2079
N 0.31118 1.75979 1.40316  -0.4014
C 0.31920 2.81981 0.57892  0.6075
O -0.30326 3.86588 0.65177  -0.6418
C 1.27499 2.50340 -0.51898  0.3225
O 1.45266 3.39397 -1.48132  -0.6113
C 1.83661 1.29247 -0.29384  -0.2057
C 2.78273 0.61132 -1.18082  0.4993
O 3.00442 1.00738 -2.31183  -0.5269
C 3.45320 -0.59382 -0.68093  0.1450
C 4.23134 -1.47538 -1.39684  -0.2134
C 4.64283 -2.46987 -0.48962  -0.3211
C 4.09624 -2.12470 0.71217  0.1272
O 3.38166 -1.00054 0.60909  -0.3996
C 1.24413 0.72459 0.97545  -0.0751
C 0.59305 -0.60328 0.73730  -0.1973
C 0.15324 -1.13022 -0.43741  -0.2475
C -0.35431 -2.44093 -0.29897  -0.2421
C -0.29327 -2.89293 0.97683  -0.4066
S 0.38588 -1.72896 2.03860  0.4250
C -2.41150 1.01536 0.03085  -0.3084
C -2.78271 0.05624 -0.90118  0.2984
O -2.68203 0.26028 -2.25575  -0.5270
C -2.12958 1.46750 -2.71892  -0.2499
H -4.34195 -3.06365 -2.88233  0.1863
H -2.96607 -1.95793 -3.12678  0.1821
H -4.58818 -1.30162 -2.80131  0.1810
H -3.68345 -2.36470 1.26165  0.2239
H -2.95071 -0.66610 2.90118  0.2097
H -2.49070 1.74872 3.30695  0.2167
H -2.14326 2.82358 1.93991  0.2371
H -0.13915 2.46811 3.30304  0.2103
H -0.26087 0.70470 3.07755  0.2123
H 0.89994 4.16949 -1.26311  0.5056
H 4.46065 -1.39960 -2.43947  0.2435
H 5.25860 -3.32063 -0.69627  0.2335
H 4.14480 -2.58571 1.67952  0.2078
H 2.01107 0.60616 1.75388  0.2322
H 0.20449 -0.61028 -1.37709  0.2302
H -0.74785 -3.01737 -1.11577  0.2306
H -0.61182 -3.83776 1.36856  0.2372
H -2.07014 1.98024 -0.30630  0.2223
H -1.10229 1.60595 -2.36517  0.1771
H -2.12432 1.38447 -3.80496  0.2014
H -2.73578 2.33096 -2.42731  0.1786

Cartesian forces (eV/Å) of the 3 atoms listed first:
-0.1 -0.1 -0.4
0.2 0.0 0.3
-0.1 0.1 0.1

Output
Structure (SMILES)   COc1ccc(CCN2C(=O)C(O)=C(C(=O)c3ccco3)[C@@H]2c2cccs2)cc1OC
Highest occupied orbital energy   -0.288 Eh
Gap between HOMO and LUMO   7.6 eV
2S+1   1
Charge   0
Max |F|   1.52 eV/Å

Copy entry 1 word for word.
The following is a quantum chemistry calculation of C23H21MnO4P as an isolated structure, from the Open Molecules 2025 dataset.

Last column: Mulliken spin population.
Atoms and positions in Å:
Mn 0.60644 1.34561 -2.11109  5.0516
O 3.04937 0.25079 -2.72425  0.0197
C 2.48136 0.56907 -1.67363  0.0013
C 3.17100 0.30218 -0.35981  -0.1380
C 4.54784 0.12178 -0.31074  0.0024
C 5.18719 -0.09878 0.89781  0.0034
C 4.43871 -0.15493 2.06419  -0.0028
C 3.06055 0.00588 2.02695  0.0046
C 2.41193 0.24225 0.81654  0.0248
P 0.60997 0.54536 0.73748  -0.1003
C 0.09029 0.42844 2.48141  0.0345
C -0.12235 -0.77757 3.14584  -0.0047
C -0.48480 -0.78466 4.48388  0.0002
C -0.63233 0.41192 5.17370  0.0012
C -0.42236 1.61713 4.52061  -0.0006
C -0.06936 1.62475 3.17848  0.0059
C -0.08918 -1.00408 0.04625  -0.0084
C 0.65101 -1.95918 -0.64345  0.0116
C 0.01647 -3.02247 -1.27775  -0.0061
C -1.36177 -3.15093 -1.22290  -0.0009
C -2.11170 -2.21058 -0.52082  0.0061
C -1.48013 -1.14585 0.10178  -0.0002
H 5.09827 0.16041 -1.24298  0.0011
H 6.26124 -0.22617 0.93452  0.0003
H 4.92890 -0.32572 3.01448  -0.0001
H 2.49873 -0.04630 2.94979  0.0007
H -0.00164 -1.71597 2.61856  -0.0014
H -0.64851 -1.72649 4.99150  0.0000
H -0.91429 0.40333 6.21851  0.0001
H -0.54105 2.55303 5.05077  0.0000
H 0.08099 2.56880 2.66763  -0.0012
H 1.72889 -1.87594 -0.69849  -0.0012
H 0.60972 -3.74942 -1.81694  0.0004
H -1.85293 -3.97842 -1.71777  0.0000
H -3.18834 -2.31001 -0.46004  0.0004
H -2.07442 -0.40980 0.63260  0.0046
C -3.23446 1.28672 -1.80961  0.0051
C -2.28520 1.21268 -2.99584  -0.0154
C -2.96129 0.68225 -4.24212  -0.0039
O -1.16848 0.33819 -2.65107  0.0698
C -1.69211 2.63443 -3.23535  -0.0020
O -2.42085 3.46357 -3.73273  0.0122
O -0.47613 2.80810 -2.82713  0.0364
H -3.66380 0.30197 -1.60439  0.0013
H -4.04345 1.97893 -2.03565  0.0001
H -2.71014 1.64084 -0.91985  -0.0034
H -3.40858 -0.29523 -4.04451  0.0002
H -2.24256 0.58617 -5.05569  0.0004
H -3.74036 1.37657 -4.54876  0.0010
H -1.48631 -0.49268 -2.26994  -0.0108

Cartesian forces (eV/Å) of the 3 atoms listed first:
-0.1 0.2 0.3
-0.1 0.1 0.4
0.3 -0.3 -0.3

Output
Highest occupied orbital energy (spin up / spin down)   -0.278 / -0.293 Eh
Gap between HOMO and LUMO (spin up / spin down)   7.7 / 7.9 eV
2S+1   6
Charge   0
Max |F|   0.51 eV/Å

Look up the charge of the second one. +1

Repeat the fourth record exactly.
The following is a quantum chemistry calculation of a single C23H21NO6S molecule, from the Open Molecules 2025 dataset.

Last column: natural (NBO) charge in e.
Atoms and positions in Å:
C -3.89641 -2.11635 -2.57750  -0.2389
O -3.67411 -2.24504 -1.19131  -0.5046
C -3.26389 -1.18233 -0.43931  0.2410
C -3.31800 -1.40462 0.93317  -0.2299
C -2.90920 -0.45181 1.84389  -0.2188
C -2.45906 0.77939 1.39773  -0.0285
C -1.96946 1.82946 2.35235  -0.4216
C -0.46330 1.67474 2.61957  -0.2079
N 0.31118 1.75979 1.40316  -0.4014
C 0.31920 2.81981 0.57892  0.6075
O -0.30326 3.86588 0.65177  -0.6418
C 1.27499 2.50340 -0.51898  0.3225
O 1.45266 3.39397 -1.48132  -0.6113
C 1.83661 1.29247 -0.29384  -0.2057
C 2.78273 0.61132 -1.18082  0.4993
O 3.00442 1.00738 -2.31183  -0.5269
C 3.45320 -0.59382 -0.68093  0.1450
C 4.23134 -1.47538 -1.39684  -0.2134
C 4.64283 -2.46987 -0.48962  -0.3211
C 4.09624 -2.12470 0.71217  0.1272
O 3.38166 -1.00054 0.60909  -0.3996
C 1.24413 0.72459 0.97545  -0.0751
C 0.59305 -0.60328 0.73730  -0.1973
C 0.15324 -1.13022 -0.43741  -0.2475
C -0.35431 -2.44093 -0.29897  -0.2421
C -0.29327 -2.89293 0.97683  -0.4066
S 0.38588 -1.72896 2.03860  0.4250
C -2.41150 1.01536 0.03085  -0.3084
C -2.78271 0.05624 -0.90118  0.2984
O -2.68203 0.26028 -2.25575  -0.5270
C -2.12958 1.46750 -2.71892  -0.2499
H -4.34195 -3.06365 -2.88233  0.1863
H -2.96607 -1.95793 -3.12678  0.1821
H -4.58818 -1.30162 -2.80131  0.1810
H -3.68345 -2.36470 1.26165  0.2239
H -2.95071 -0.66610 2.90118  0.2097
H -2.49070 1.74872 3.30695  0.2167
H -2.14326 2.82358 1.93991  0.2371
H -0.13915 2.46811 3.30304  0.2103
H -0.26087 0.70470 3.07755  0.2123
H 0.89994 4.16949 -1.26311  0.5056
H 4.46065 -1.39960 -2.43947  0.2435
H 5.25860 -3.32063 -0.69627  0.2335
H 4.14480 -2.58571 1.67952  0.2078
H 2.01107 0.60616 1.75388  0.2322
H 0.20449 -0.61028 -1.37709  0.2302
H -0.74785 -3.01737 -1.11577  0.2306
H -0.61182 -3.83776 1.36856  0.2372
H -2.07014 1.98024 -0.30630  0.2223
H -1.10229 1.60595 -2.36517  0.1771
H -2.12432 1.38447 -3.80496  0.2014
H -2.73578 2.33096 -2.42731  0.1786

Cartesian forces (eV/Å) of the 3 atoms listed first:
-0.1 -0.1 -0.4
0.2 0.0 0.3
-0.1 0.1 0.1

Output
Structure (SMILES)   COc1ccc(CCN2C(=O)C(O)=C(C(=O)c3ccco3)[C@@H]2c2cccs2)cc1OC
Highest occupied orbital energy   -0.288 Eh
Gap between HOMO and LUMO   7.6 eV
2S+1   1
Charge   0
Max |F|   1.52 eV/Å